The following is a DFT calculation (wB97M-V/def2-TZVPD) of 2 unconnected molecules or ions with the total composition C14H16 in a non-equilibrium geometry.

Its net charge is 0. As for the HOMO energy: -8.80 eV. Its relative energy (zero: lowest compared OMol25 entry of this formula, charge and spin) is 2.807 eV. The value obtained for the LUMO energy is 0.87 eV. As for the multiplicity: 1. For the energy, the calculation gives -542.96971 a.u. The SMILES is Cc1ccccc1.Cc1ccccc1.

Each atom is followed by the atoms it is bonded to, with distances in Å.
CARTESIAN COORDINATES (ANGSTROEM)
1 C 1.6838 3.4838 -0.6309  C2 1.444, H8 1.183, H9 1.072, H10 1.118
2 C 2.0676 2.2245 -0.0378  C1 1.444, C3 1.379, C7 1.381
3 C 1.1040 1.6653 0.7742  C2 1.379, C4 1.370, H11 1.124
4 C 1.1673 0.3598 1.1848  C3 1.370, C5 1.387, H12 1.154
5 C 2.3789 -0.2962 1.0241  C4 1.387, C6 1.387, H13 0.976
6 C 3.3972 0.2787 0.2777  C5 1.387, C7 1.424, H14 1.097
7 C 3.2757 1.5926 -0.2577  C2 1.381, C6 1.424, H15 1.101
8 H 0.5226 3.6554 -0.7798  C1 1.183
9 H 2.0235 3.5944 -1.6421  C1 1.072
10 H 1.9824 4.4644 -0.1854  C1 1.118
11 H 0.2630 2.3520 1.0649  C3 1.124
12 H 0.2030 -0.1364 1.5796  C4 1.154
13 H 2.6780 -1.1884 1.2817  C5 0.976
14 H 4.2528 -0.3225 -0.0548  C6 1.097
15 H 4.0953 2.1107 -0.7794  C7 1.101
16 C -0.9974 -3.4380 0.3200  C17 1.454, H23 1.074, H24 1.028, H25 1.069
17 C -1.8616 -2.3107 0.0096  C16 1.454, C18 1.412, C22 1.462
18 C -2.1309 -1.9576 -1.3303  C17 1.412, C19 1.419, H26 1.071
19 C -2.8855 -0.7949 -1.6346  C18 1.419, C20 1.386, H27 1.082
20 C -3.2585 0.0649 -0.6139  C19 1.386, C21 1.435, H28 1.078
21 C -2.4368 -0.0414 0.5576  C20 1.435, C22 1.376, H29 1.107
22 C -1.9106 -1.2341 0.9969  C17 1.462, C21 1.376, H30 1.071
23 H 0.0536 -3.2837 0.4813  C16 1.074
24 H -0.9823 -4.1107 -0.4579  C16 1.028
25 H -1.2184 -3.9263 1.2445  C16 1.069
26 H -1.8895 -2.5380 -2.1980  C18 1.071
27 H -3.4987 -0.6159 -2.5081  C19 1.082
28 H -3.9228 0.8685 -0.8891  C20 1.078
29 H -2.5705 0.8536 1.1952  C21 1.107
30 H -1.5855 -1.3736 2.0076  C22 1.071

Atom charges from the Löwdin analysis, given in e for atoms 1 to 5: number 1, C, carries -0.09; number 2, C, carries -0.34; number 3, C, carries -0.08; number 4, C, carries -0.06; number 5, C, carries -0.09